(1)
The following is a quantum chemistry calculation of C11H19BCl3IrNO as an isolated structure at a distorted geometry, from OMol25.

Structure (ORCA input):
```
! RIJCOSX wB97M-V def2-TZVPD def2/J DEFGRID3
* xyz -2 6
C -0.599 0.928 -1.445
C -1.385 -0.207 -1.549
C -0.604 -1.356 -1.217
C -2.807 -0.205 -1.974
C 0.710 -0.946 -0.882
C 0.744 0.528 -0.994
C 1.960 1.191 -1.480
C -0.943 2.230 -2.022
C -1.144 -2.730 -1.228
C 1.916 -1.752 -1.150
Ir 0.501 0.379 1.098
Cl -1.578 -0.647 1.600
Cl -0.760 2.315 1.351
Cl 1.244 -1.845 1.833
H -3.278 0.752 -1.707
H -3.376 -1.001 -1.476
H -2.932 -0.331 -3.064
H -2.040 -2.775 -0.590
H -0.421 -3.439 -0.815
H -1.427 -3.079 -2.235
H 1.847 -2.715 -0.648
H 2.793 -1.219 -0.794
H 2.077 -1.954 -2.218
H 2.818 0.951 -0.855
H 1.793 2.266 -1.508
H 2.131 0.862 -2.504
H -1.850 2.633 -1.559
H -1.130 2.141 -3.104
H -0.131 2.942 -1.875
O 1.920 1.625 1.310
H 1.745 2.444 0.785
B 0.305 0.337 5.670
C 0.541 0.369 4.173
N 0.599 0.349 3.015
H 1.246 -0.291 6.138
H -0.757 -0.243 5.857
H 0.273 1.497 6.064
*
```

Properties
* energy above the lowest of the compared OMol25 structures with the same formula, charge and spin: 0.0 kcal/mol
* LUMO energy (spin up / spin down): 4.914 / 4.810 eV
* HOMO-LUMO gap (spin up / spin down): 3.59 / 6.51 eV

(2)
The following is a quantum chemistry calculation of a 2-piece molecular cluster, C11H19Cl2N2O2PS overall, from OMol25.

Structure (ORCA input):
```
! RIJCOSX wB97M-V def2-TZVPD def2/J DEFGRID3
* xyz 0 1
C 1.194 4.563 -0.599
C -0.124 3.770 -0.601
C -0.589 3.329 0.794
C -0.146 1.911 1.165
C -0.239 1.685 2.671
C -0.986 0.891 0.369
C -2.325 0.782 0.967
N -3.355 0.690 1.460
C -0.408 -0.558 0.266
C -1.004 -1.253 -0.879
N -1.472 -1.802 -1.769
P 1.414 -0.647 0.036
O 2.040 -0.392 1.492
O 1.489 -2.243 -0.161
S 2.163 0.430 -1.342
H 1.162 5.390 -1.309
H 2.039 3.933 -0.883
H 1.413 4.981 0.386
H 0.024 2.882 -1.225
H -0.909 4.348 -1.090
H -1.680 3.392 0.877
H -0.166 4.005 1.543
H 0.898 1.816 0.851
H -1.213 2.005 3.048
H 0.524 2.286 3.170
H -0.075 0.645 2.957
H -1.131 1.244 -0.654
H -0.687 -1.139 1.151
H 1.855 -1.118 2.102
H 2.407 -2.522 -0.287
Cl -0.687 -6.470 -3.476
C -1.052 -5.384 -2.108
C 0.184 -5.019 -1.330
Cl 0.878 -6.410 -0.448
H -1.782 -5.884 -1.478
H -1.492 -4.478 -2.522
H -0.065 -4.264 -0.589
H 0.958 -4.628 -1.986
*
```

Properties
* LUMO energy: -0.182 eV
* SMILES: CCC[C@@H](C)[C@H](C#N)[C@@H](C#N)P(O)(O)=S.ClCCCl
* HOMO-LUMO gap: 9.97 eV

(3)
The following is a quantum chemistry calculation of C11H19Cl3O4OsS as an isolated structure at a distorted geometry, from OMol25.

Structure (ORCA input):
```
! RIJCOSX wB97M-V def2-TZVPD def2/J DEFGRID3
* xyz -2 5
C 0.109 -1.170 -1.693
C -1.104 -0.600 -2.276
C -1.978 -0.127 -1.140
C -1.428 -0.575 -3.685
C -1.222 -0.469 0.080
C 0.025 -1.093 -0.290
C 1.027 -1.634 0.664
C 1.228 -1.804 -2.418
C -3.427 0.142 -1.196
C -1.797 -0.542 1.435
Os -0.638 1.234 -1.272
Cl -1.483 2.551 -2.639
Cl 1.503 1.351 -2.535
Cl -0.949 2.498 0.682
H -0.535 -0.503 -4.302
H -2.069 0.265 -3.919
H -1.957 -1.503 -3.932
H -3.605 0.998 -1.862
H -3.800 0.366 -0.203
H -3.937 -0.757 -1.583
H -2.663 0.102 1.509
H -1.022 -0.223 2.150
H -2.093 -1.568 1.660
H 1.149 -0.895 1.515
H 2.021 -1.679 0.175
H 0.822 -2.641 1.143
H 1.435 -1.157 -3.270
H 1.083 -2.860 -2.777
H 2.093 -1.766 -1.758
O 2.530 0.820 0.048
H 2.419 1.502 0.751
C 2.990 1.376 4.470
S 1.540 1.592 3.333
O 0.888 0.242 3.094
O 0.744 2.591 4.002
O 2.230 2.070 2.090
H 2.835 0.940 5.505
H 3.504 2.286 4.616
H 3.533 0.642 3.830
*
```

Properties
* energy above the lowest of the compared OMol25 structures with the same formula, charge and spin: 81.9 kcal/mol
* LUMO energy (spin up / spin down): 4.686 / 4.372 eV
* HOMO-LUMO gap (spin up / spin down): 4.62 / 3.94 eV

(4)
The following is a quantum chemistry calculation of C11H19InN2O10 as an isolated structure at a distorted geometry, from OMol25.

Structure (ORCA input):
```
! RIJCOSX wB97M-V def2-TZVPD def2/J DEFGRID3
* xyz -2 1
In 1.203 0.782 2.346
C 4.756 1.167 4.389
O 5.645 0.359 4.765
O 5.141 2.384 4.552
O 3.737 0.692 3.827
C 1.845 -2.510 3.420
O 1.046 -1.587 3.784
O 2.642 -3.159 4.174
O 2.231 -2.491 2.199
N 3.785 -0.650 -0.183
O 3.014 -0.357 -1.135
O 3.681 -0.009 0.896
O 4.603 -1.576 -0.237
C -1.943 -1.127 1.229
C -1.808 -0.847 -0.315
C -3.187 -0.164 -0.640
C -3.120 0.648 -1.963
C -2.160 1.766 -1.823
C -0.730 1.282 -1.437
N -0.753 0.112 -0.542
O 0.530 -0.359 -0.279
C -0.128 0.926 -2.817
C 0.148 2.450 -0.931
C -1.680 -2.119 -1.247
H -1.086 -1.672 1.631
H -2.836 -1.729 1.418
H -2.035 -0.190 1.777
H -3.991 -0.873 -0.877
H -3.757 0.366 0.127
H -4.173 0.937 -2.034
H -2.909 -0.036 -2.787
H -2.609 2.414 -1.064
H -2.135 2.231 -2.811
H -0.088 1.849 -3.397
H 0.898 0.573 -2.672
H -0.533 0.152 -3.474
H 1.184 2.136 -0.830
H 0.006 3.343 -1.547
H -0.276 2.913 -0.033
H -2.521 -2.791 -1.087
H -0.720 -2.592 -1.041
H -1.648 -1.745 -2.271
H 0.733 -0.896 -1.058
*
```

Properties
* energy above the lowest of the compared OMol25 structures with the same formula, charge and spin: 36.3 kcal/mol
* LUMO energy: 2.387 eV
* HOMO-LUMO gap: 2.91 eV